6 unconnected molecules or ions with the total composition C44H48ClF6NO4 in a non-equilibrium geometry, computed with ωB97M-V with the def2-TZVPD basis set.

Geometry as XYZ:
```
104
Properties=species:S:1:pos:R:3:mulliken_charge:R:1
H -3.97 2.80 -0.49 0.346
N -3.55 1.99 -0.93 -0.757
C -3.34 1.11 -0.02 -0.839
C -2.78 -0.23 -0.39 -0.377
C -1.67 -0.69 0.56 1.755
C -0.50 0.28 0.52 -2.973
C 0.33 0.29 -0.77 0.830
C 0.54 1.69 -1.30 -1.718
F -0.26 -0.47 -1.78 -0.399
O -2.23 -0.50 1.90 -0.453
C -3.03 -1.57 2.15 0.459
O -3.94 -1.61 2.96 -0.613
O -2.64 -2.59 1.36 -0.487
C -1.42 -2.22 0.64 1.442
C -1.35 -3.05 -0.62 -0.438
C -2.63 -3.23 -1.45 -1.073
C -2.58 -2.59 -2.82 -0.407
O -1.63 -3.27 -3.65 -0.616
C -0.27 -2.60 1.61 -0.314
Cl -0.48 -4.26 2.21 -0.143
C 1.15 -2.40 1.10 0.188
C 1.71 -3.46 0.14 -1.484
H -3.63 1.32 1.01 0.598
H -2.45 -0.13 -1.42 0.054
H -3.62 -0.93 -0.40 0.584
H 0.14 0.06 1.36 0.461
H -0.87 1.28 0.69 1.001
H 1.32 -0.13 -0.62 0.387
H 1.21 1.65 -2.15 0.291
H 1.02 2.29 -0.53 0.290
H -0.40 2.13 -1.62 0.470
H -0.60 -2.60 -1.26 -0.281
H -0.97 -4.03 -0.37 0.665
H -3.53 -2.93 -0.92 0.374
H -2.75 -4.29 -1.64 0.455
H -3.54 -2.68 -3.31 0.450
H -2.29 -1.54 -2.75 0.097
H -0.81 -2.79 -3.60 0.364
H -0.39 -1.98 2.49 0.709
H 1.79 -2.38 1.98 0.556
H 1.27 -1.43 0.63 -0.536
H 1.55 -3.14 -0.89 0.350
H 2.79 -3.52 0.26 0.411
H 1.25 -4.43 0.26 0.310
F 3.93 0.27 -1.56 -0.306
C 4.54 1.18 -2.36 0.118
C 5.50 2.00 -1.81 -0.575
C 6.13 2.93 -2.63 -0.515
C 5.78 3.03 -3.98 -0.448
C 4.80 2.19 -4.50 -0.570
C 4.18 1.25 -3.69 -0.226
H 5.76 1.91 -0.77 0.753
H 6.88 3.59 -2.23 0.396
H 6.26 3.75 -4.61 0.406
H 4.53 2.26 -5.54 0.441
H 3.43 0.58 -4.08 0.518
F -2.83 2.73 7.52 -0.323
C -3.53 1.61 7.23 0.432
C -4.08 0.89 8.27 -0.520
C -4.80 -0.26 7.97 -0.270
C -4.95 -0.67 6.65 -0.712
C -4.38 0.07 5.63 -0.174
C -3.67 1.23 5.92 -0.534
H -3.95 1.22 9.29 0.419
H -5.24 -0.84 8.77 0.357
H -5.50 -1.57 6.42 0.413
H -4.49 -0.25 4.60 0.454
H -3.22 1.82 5.13 0.460
F 6.92 0.19 -7.28 -0.318
C 6.72 -0.98 -6.65 0.285
C 6.73 -2.15 -7.38 -0.472
C 6.52 -3.35 -6.72 -0.333
C 6.30 -3.37 -5.35 -0.538
C 6.30 -2.19 -4.64 -0.400
C 6.51 -0.98 -5.28 -0.292
H 6.89 -2.11 -8.45 0.422
H 6.53 -4.28 -7.28 0.358
H 6.14 -4.31 -4.85 0.378
H 6.13 -2.20 -3.57 0.401
H 6.52 -0.04 -4.74 0.508
F 2.26 2.14 1.95 -0.156
C 3.46 2.38 2.51 0.357
C 4.51 2.69 1.67 -0.412
C 5.76 2.94 2.22 -0.271
C 5.94 2.86 3.60 -0.639
C 4.87 2.54 4.42 -0.354
C 3.61 2.30 3.88 -0.617
H 4.33 2.74 0.61 0.519
H 6.59 3.18 1.58 0.402
H 6.92 3.05 4.02 0.375
H 5.01 2.48 5.49 0.371
H 2.77 2.06 4.51 0.432
F -5.92 2.72 1.34 -0.343
C -7.02 2.20 0.75 0.530
C -7.89 1.44 1.50 -0.547
C -9.01 0.92 0.89 -0.336
C -9.26 1.15 -0.46 -0.517
C -8.37 1.92 -1.20 -0.416
C -7.24 2.45 -0.59 -0.266
H -7.67 1.26 2.55 0.452
H -9.71 0.32 1.47 0.365
H -10.14 0.74 -0.93 0.376
H -8.55 2.10 -2.25 0.366
H -6.53 3.06 -1.15 0.343
```

The HOMO energy is -8.934 eV. For the orbital gap, the calculation gives 9.344 eV. The structure (SMILES) is [H]/N=C/C[C@@]1(C[C@H](C)F)OC(=O)O[C@]1(CCCO)[C@@H](Cl)CC.Fc1ccccc1.Fc1ccccc1.Fc1ccccc1.Fc1ccccc1.Fc1ccccc1. As for the multiplicity: 1.